1.
# C22H29BI2N3O5P

C22H29BI2N3O5P as an isolated structure (ωB97M-V/def2-TZVPD, OMol25).

The geometry in XYZ format:
```
63
Properties=species:S:1:pos:R:3
C -0.18383 1.74351 0.34438
C -0.55329 1.25163 1.40240
C -1.41484 0.95954 2.66069
C -2.61890 0.06297 2.47173
C -2.99400 -0.55804 1.08317
I -1.82100 -2.13834 0.14664
C -4.13248 -0.07453 0.45821
C -5.05188 1.06248 1.09509
I -4.82704 -0.83656 -1.45941
C -3.52813 -0.24488 3.62092
C -3.19579 0.35784 4.94876
C -1.98276 1.24985 5.18643
C -1.08918 1.54160 4.02509
C 0.19244 2.43748 4.17044
B 0.01947 3.93912 3.52545
O 0.40053 4.12891 2.17141
O -0.44448 5.05747 4.24905
C -1.79556 1.80338 6.63023
O -0.75948 2.22114 7.12564
C -3.06920 1.77987 7.57928
C -4.16164 0.96871 7.36677
C -4.22652 0.03182 6.11902
O -5.01327 -0.88841 5.95822
H 0.13170 2.23739 -0.61362
H -5.60367 1.65739 0.30422
H -4.46756 1.78480 1.73372
H -5.79100 0.52903 1.77718
H -4.43453 -0.88401 3.46219
H 0.62303 2.48702 5.20972
H 0.99770 1.94453 3.52269
H 1.21918 3.64185 1.95275
H 0.03459 5.83946 3.91138
H -3.08920 2.44707 8.48853
H -5.05383 0.94254 8.06321
O 2.80208 0.14371 -2.53384
P 3.24084 -0.91754 -3.55185
N 1.97010 -0.50278 -4.64349
C 1.11681 -1.36071 -5.43627
C 2.13505 0.78818 -5.31142
N 2.79470 -2.22805 -2.49229
C 1.47369 -2.83663 -2.51961
C 3.11850 -1.98563 -1.07715
N 3.87489 -2.09762 -4.68574
C 4.58665 -1.55953 -5.84026
C 3.62466 -3.51822 -4.78754
H 1.61934 -1.75685 -6.32816
H 0.23621 -0.81190 -5.78428
H 0.70344 -2.19317 -4.87574
H 2.88728 0.73310 -6.10874
H 2.45731 1.55764 -4.60405
H 1.20116 1.14679 -5.74868
H 0.67622 -2.09311 -2.40673
H 1.36316 -3.57731 -1.72005
H 1.31168 -3.41598 -3.42865
H 2.37350 -1.34711 -0.58752
H 4.09782 -1.51131 -0.97738
H 3.16673 -2.93091 -0.52643
H 3.92538 -1.45380 -6.70769
H 5.43047 -2.19178 -6.12880
H 5.00382 -0.57618 -5.60898
H 2.64368 -3.73178 -5.22006
H 3.71589 -4.02570 -3.82708
H 4.36386 -4.00727 -5.43126
```

Summary:
HOMO level (eV): -8.052
LUMO energy (hartree): -0.049
Calculated total energy (a.u.): -2357.55255

=====

2.
# C11H15FI2OSi

A 2-piece molecular cluster, C11H15FI2OSi overall (ωB97M-V/def2-TZVPD, OMol25).

The geometry in XYZ format:
```
31
Properties=species:S:1:pos:R:3
C 0.05871 0.80968 -1.02867
C -0.27764 2.29088 -1.03860
I 0.95643 3.26781 -2.50637
C -1.75940 2.65543 -1.23826
Si -2.90992 1.45616 -2.12938
C -4.13878 0.64746 -0.91506
C -4.54837 1.60400 0.14864
O -5.31784 2.49106 0.06024
I -3.57743 1.22124 2.07182
H -0.56523 0.29621 -0.28708
H -0.08917 0.34494 -2.00266
H 1.09825 0.65744 -0.73996
H 0.05660 2.71959 -0.09579
H -2.17357 2.86781 -0.24744
H -1.85411 3.59239 -1.79073
H -3.69784 2.19125 -3.13850
H -2.23004 0.33546 -2.80661
H -3.70817 -0.25370 -0.48361
H -5.03436 0.38211 -1.48553
F 1.23980 -0.75387 1.60669
C 2.28119 -1.61453 1.62349
C 2.15970 -2.78686 2.34088
C 3.23391 -3.66531 2.34999
C 4.39566 -3.36422 1.65249
C 4.48614 -2.17612 0.94069
C 3.42214 -1.28537 0.92043
H 1.24437 -2.99746 2.87654
H 3.15978 -4.59028 2.90647
H 5.22883 -4.05370 1.66435
H 5.39019 -1.93676 0.39656
H 3.47016 -0.35275 0.37494
```

Summary:
HOMO level (eV): -9.466
LUMO energy (hartree): 0.015
Calculated total energy (a.u.): -1488.13289
Structure (SMILES): C[C@@H](I)C[SiH2]CC(=O)I.Fc1ccccc1

=====

3.
# C16H46BCl3F4N4O

A 8-piece molecular cluster, C16H46BCl3F4N4O overall (ωB97M-V/def2-TZVPD, OMol25).

The geometry in XYZ format:
```
75
Properties=species:S:1:pos:R:3
N 2.63176 1.47241 -2.74067
H 2.70996 1.90585 -1.79814
H 2.04759 0.61401 -2.63959
H 3.54369 1.16842 -3.06763
H 2.20646 2.20120 -3.30341
N -0.40006 0.78053 0.13100
H 0.21676 0.29925 -0.54401
H 0.26902 1.34014 0.66261
H -1.00014 0.14573 0.65153
H -0.96023 1.40165 -0.46044
C 4.20533 -1.80936 5.84463
C 2.70706 -2.05797 5.78284
N 1.90021 -0.82813 5.43320
C 1.93300 0.11165 6.58801
C 2.40005 -0.18222 4.16162
C 1.58418 1.02889 3.62166
C 0.39952 -1.16382 5.24283
C -0.23236 -2.03532 6.28069
O 0.11733 -3.37216 5.99394
C -0.35019 -4.29913 6.95919
H 4.66018 -1.79056 4.85210
H 4.65093 -2.73935 6.20858
H 4.55779 -0.98022 6.45119
H 2.39206 -2.37772 6.77288
H 2.49103 -2.79819 5.01718
H 1.61010 -0.34466 7.51609
H 1.41654 1.01834 6.29041
H 2.97726 0.41088 6.69963
H 2.40897 -1.01670 3.46217
H 3.40126 0.16520 4.40773
H 0.70261 0.71532 3.06795
H 2.26054 1.59200 2.98204
H 1.26221 1.67155 4.44032
H 0.29969 -1.43568 4.19332
H -0.09401 -0.19249 5.30736
H -1.32144 -1.91356 6.24935
H 0.00533 -1.78401 7.32351
H -0.35430 -5.26642 6.46049
H -1.38375 -4.09351 7.25194
H 0.22449 -4.38914 7.88547
C -2.51846 0.69891 -2.84916
C -2.73148 0.39750 -4.33258
C -1.41782 0.53069 -5.14309
N -1.62214 0.81890 -6.62902
C -2.51945 -0.14610 -7.35343
C -0.31441 1.07853 -7.33970
C -0.66859 1.97202 -8.54824
C -1.74743 2.91829 -8.01111
C -2.23927 2.21516 -6.74646
H -3.33797 0.33532 -2.22741
H -2.41683 1.75940 -2.61492
H -1.68072 0.17081 -2.38445
H -3.46097 1.11179 -4.71673
H -3.06305 -0.63213 -4.45928
H -0.93562 -0.44555 -5.17565
H -0.81285 1.34110 -4.74665
H -3.44748 -0.17928 -6.78681
H -2.03408 -1.11721 -7.37972
H -2.76819 0.27477 -8.32333
H 0.19180 0.12454 -7.47767
H 0.34930 1.68624 -6.72287
H -1.13546 1.32908 -9.29512
H 0.21202 2.45726 -8.95864
H -2.52844 3.15666 -8.73072
H -1.34719 3.89500 -7.73953
H -3.32136 2.10521 -6.75047
H -1.93608 2.84083 -5.91067
Cl 1.06589 -1.14494 -2.09371
Cl 2.25278 2.29091 0.34776
Cl -3.01004 2.80968 0.39029
B -1.86157 -1.19816 2.63335
F -2.25747 -0.21841 3.56393
F -1.73766 -2.46537 3.20208
F -2.71389 -1.16145 1.52748
F -0.58225 -0.78270 2.14270
```

Summary:
HOMO level (eV): -5.768
LUMO energy (hartree): -0.025
Calculated total energy (a.u.): -2736.53084
Energy above the lowest of the compared OMol25 structures with the same formula, charge and spin (kJ/mol): 70.73

=====

Question: What is the formula in the second record?
Answer: C11H15FI2OSi

=====

Repeat the second record exactly.
# C11H15FI2OSi

A 2-piece molecular cluster, C11H15FI2OSi overall (ωB97M-V/def2-TZVPD, OMol25).

The geometry in XYZ format:
```
31
Properties=species:S:1:pos:R:3
C 0.05871 0.80968 -1.02867
C -0.27764 2.29088 -1.03860
I 0.95643 3.26781 -2.50637
C -1.75940 2.65543 -1.23826
Si -2.90992 1.45616 -2.12938
C -4.13878 0.64746 -0.91506
C -4.54837 1.60400 0.14864
O -5.31784 2.49106 0.06024
I -3.57743 1.22124 2.07182
H -0.56523 0.29621 -0.28708
H -0.08917 0.34494 -2.00266
H 1.09825 0.65744 -0.73996
H 0.05660 2.71959 -0.09579
H -2.17357 2.86781 -0.24744
H -1.85411 3.59239 -1.79073
H -3.69784 2.19125 -3.13850
H -2.23004 0.33546 -2.80661
H -3.70817 -0.25370 -0.48361
H -5.03436 0.38211 -1.48553
F 1.23980 -0.75387 1.60669
C 2.28119 -1.61453 1.62349
C 2.15970 -2.78686 2.34088
C 3.23391 -3.66531 2.34999
C 4.39566 -3.36422 1.65249
C 4.48614 -2.17612 0.94069
C 3.42214 -1.28537 0.92043
H 1.24437 -2.99746 2.87654
H 3.15978 -4.59028 2.90647
H 5.22883 -4.05370 1.66435
H 5.39019 -1.93676 0.39656
H 3.47016 -0.35275 0.37494
```

Summary:
HOMO level (eV): -9.466
LUMO energy (hartree): 0.015
Calculated total energy (a.u.): -1488.13289
Structure (SMILES): C[C@@H](I)C[SiH2]CC(=O)I.Fc1ccccc1